Here is 6 unconnected molecules or ions with the total composition C33H39BF5NO3P from the OMol25 dataset. Energies are from wB97M-V/def2-TZVPD.

Values from the calculation:
Orbital gap: 4.634 eV

ORCA input file:
```
! RIJCOSX wB97M-V def2-TZVPD def2/J DEFGRID3
* xyz -1 1
C 0.4141 3.0302 -2.8719
N 0.1120 1.9447 -3.8741
C 0.1287 0.5563 -3.2808
B -1.1039 2.2231 -4.7278
O -1.0130 1.7815 -6.1656
P -2.7555 3.0200 -4.1984
C -3.5580 1.3382 -3.7051
O -2.9843 0.7327 -2.4897
O -3.4292 1.2995 -1.4037
H -0.3579 3.1081 -1.9788
H 0.5714 4.0777 -3.4009
H 1.4546 2.7526 -2.3572
H -0.6094 -0.1694 -3.8761
H 1.2101 0.0991 -3.4651
H -0.1490 0.5580 -2.1396
H -0.8088 0.7832 -6.0856
H -3.2749 2.8199 -5.5457
H -4.0047 3.6977 -3.8690
H -2.3626 3.2073 -2.8278
H -2.2460 4.3171 -4.6191
H -3.4426 0.5726 -4.5848
H -4.7280 1.4439 -3.4926
H -2.5856 1.6635 -0.9578
F -2.0828 -4.3700 1.6822
C -2.3036 -3.0617 1.8671
C -2.0109 -2.4857 3.0984
C -2.2359 -1.1224 3.2896
C -2.7618 -0.3519 2.2497
C -3.0570 -0.9404 1.0191
C -2.8215 -2.3012 0.8246
H -1.6108 -3.1016 3.8971
H -2.0031 -0.6610 4.2461
H -2.9412 0.7104 2.4007
H -3.4701 -0.3395 0.2125
H -3.0368 -2.7730 -0.1283
F 0.1636 -2.5070 6.6155
C 0.9120 -3.4755 6.0709
C 2.2439 -3.2199 5.7637
C 3.0249 -4.2296 5.2014
C 2.4616 -5.4816 4.9423
C 1.1225 -5.7267 5.2497
C 0.3449 -4.7204 5.8221
H 2.6619 -2.2389 5.9642
H 4.0693 -4.0423 4.9647
H 3.0700 -6.2674 4.4997
H 0.6852 -6.7006 5.0433
H -0.6952 -4.8966 6.0756
F -0.1659 -4.0686 -5.3320
C -0.7425 -4.6201 -4.2559
C -0.6049 -4.0063 -3.0158
C -1.2094 -4.5774 -1.8960
C -1.9365 -5.7631 -2.0272
C -2.0647 -6.3743 -3.2754
C -1.4695 -5.7970 -4.3967
H -0.0294 -3.0902 -2.9317
H -1.1143 -4.1011 -0.9233
H -2.4042 -6.2106 -1.1527
H -2.6277 -7.2993 -3.3743
H -1.5665 -6.2539 -5.3760
F 2.2341 2.8772 5.1578
C 1.6575 2.3257 6.2339
C 1.7951 2.9395 7.4740
C 1.1906 2.3684 8.5938
C 0.4635 1.1827 8.4626
C 0.3353 0.5715 7.2145
C 0.9305 1.1488 6.0931
H 2.3706 3.8555 7.5582
H 1.2857 2.8446 9.5665
H -0.0042 0.7352 9.3371
H -0.2277 -0.3535 7.1155
H 0.8335 0.6919 5.1138
F 1.3961 6.0564 -4.6028
C 2.7238 5.9631 -4.7552
C 3.4082 4.9078 -4.1622
C 4.7898 4.8075 -4.3250
C 5.4738 5.7707 -5.0707
C 4.7786 6.8290 -5.6578
C 3.3957 6.9228 -5.5042
H 2.8612 4.1738 -3.5796
H 5.3331 3.9820 -3.8719
H 6.5521 5.6945 -5.1937
H 5.3137 7.5798 -6.2343
H 2.8384 7.7338 -5.9611
*
```

Here is a molecular structure, C33H39BN4O2P2W from the OMol25 dataset. Energies are from wB97M-V/def2-TZVPD.

Values from the calculation:
ΔE to the lowest compared entry with this formula, charge and spin: 0.0 kJ/mol
Orbital gap (spin up / spin down): 3.358 / 2.846 eV

ORCA input file:
```
! RIJCOSX wB97M-V def2-TZVPD def2/J DEFGRID3
* xyz 2 3
W 0.4758 -0.8489 2.4545
C -0.9404 0.7793 3.8716
C -1.3499 0.0769 2.6341
C -1.2021 0.7494 1.2873
C 0.1004 0.5822 0.4566
C 1.4455 0.4799 1.1584
C 1.6709 0.9519 2.5239
C 1.0548 2.2300 3.0436
C -0.3487 2.1858 3.6704
C 1.3977 -1.2792 4.3339
H -1.8187 0.9016 4.5430
H -2.0477 -0.7771 2.7267
H -1.4081 1.8306 1.3778
H -2.0145 0.3588 0.6553
H -0.0020 -0.2540 -0.2581
H 0.1291 1.4703 -0.2001
H 2.3016 0.1908 0.5383
H 2.6927 0.7998 2.8928
H 1.0659 2.9942 2.2415
H 1.7393 2.6300 3.8132
H -0.2725 2.6520 4.6686
H -1.0195 2.8461 3.0878
H 2.3551 -0.8275 4.5983
H 1.6182 -1.9620 3.4000
H 1.2323 -2.1126 5.0306
P 1.5720 -0.9664 -2.7087
P -1.8857 -0.3589 -2.5566
N 2.9161 0.1351 -2.9907
N 2.3047 -2.2549 -3.7931
N -2.0665 1.3685 -2.9162
N -3.4378 -0.8470 -3.2667
C 0.5446 -0.1977 -4.0512
C -0.8900 -0.7452 -4.0811
C 3.9263 0.3501 -2.0431
C 4.9526 1.0774 -2.6376
C 4.5904 1.2890 -4.0068
C 3.3433 0.7013 -4.1966
C 2.4853 -3.5706 -3.3586
C 2.9348 -4.3435 -4.4267
C 3.0404 -3.4829 -5.5647
C 2.6635 -2.2067 -5.1425
C -1.9960 2.3771 -1.9428
C -1.9004 3.6054 -2.5821
C -1.9264 3.3602 -3.9923
C -2.0355 1.9907 -4.1706
C -4.2703 -0.2545 -4.2267
C -5.2819 -1.1511 -4.5662
C -5.0432 -2.3614 -3.8300
C -3.8962 -2.1667 -3.0738
H 0.9782 -0.3846 -5.0466
H 0.5457 0.8940 -3.9062
H -1.3895 -0.3737 -4.9906
H -0.8939 -1.8457 -4.1485
H 3.7883 -0.0166 -1.0386
H 5.8540 1.4206 -2.1529
H 5.1588 1.7959 -4.7737
H 2.7258 0.6791 -5.0819
H 2.2652 -3.8281 -2.3317
H 3.1535 -5.4009 -4.4005
H 3.3326 -3.7562 -6.5717
H 2.6203 -1.2917 -5.7153
H -2.0559 2.1226 -0.8902
H -1.7980 4.5670 -2.0972
H -1.8627 4.0840 -4.7907
H -2.1282 1.4225 -5.0860
H -4.0880 0.7420 -4.5994
H -6.0958 -0.9581 -5.2523
H -5.6500 -3.2572 -3.8584
H -3.3545 -2.8297 -2.4143
O -0.9078 -1.1248 5.5401
B 0.0763 -0.2551 4.7657
O 0.7170 0.6405 5.8623
C 0.0998 0.3304 7.0085
C 0.1207 0.9939 8.2462
C -0.7178 0.5411 9.2641
C -1.4908 -0.6125 9.1051
C -1.5396 -1.2777 7.8882
C -0.8057 -0.7705 6.8173
H 0.7920 1.8392 8.3782
H -0.7571 1.0889 10.2045
H -2.0698 -1.0030 9.9376
H -2.1227 -2.1717 7.7041
*
```

Here is a molecular structure, C33H39BaCl5N6O4S from the OMol25 dataset. Energies are from wB97M-V/def2-TZVPD.

Values from the calculation:
Orbital gap: 2.826 eV

ORCA input file:
```
! RIJCOSX wB97M-V def2-TZVPD def2/J DEFGRID3
* xyz -2 1
Ba -0.0164 -0.8082 0.3571
C -4.9229 3.3695 1.0948
N -3.7753 3.4642 0.2234
C -3.9973 4.0279 -1.0881
C -2.6150 2.8289 0.5892
O -2.4811 2.3009 1.6749
C -1.5172 2.7874 -0.4703
O -0.4263 1.9958 -0.1258
C 0.6178 2.6174 0.5942
C 0.8276 1.9969 1.9719
O 0.2147 0.9957 2.3175
N 1.7577 2.5681 2.7738
C 2.7168 3.5450 2.3083
C 2.1784 1.8509 3.9595
H -5.2442 4.3600 1.4339
H -5.7646 2.8958 0.5792
H -4.6462 2.7708 1.9589
H -4.8081 4.7548 -1.0146
H -3.1187 4.5583 -1.4512
H -4.2800 3.2720 -1.8277
H -1.9040 2.3751 -1.4094
H -1.1966 3.8177 -0.6850
H 1.5511 2.4373 0.0342
H 0.4471 3.6988 0.6491
H 2.4118 3.9990 1.3720
H 2.8308 4.3339 3.0594
H 3.6704 3.0538 2.1222
H 1.4444 1.0851 4.1899
H 3.1448 1.3705 3.7820
H 2.2671 2.5485 4.7961
Cl -3.7627 -7.5006 3.0752
C -2.9471 -6.1380 2.3910
C -2.7774 -4.9693 3.1286
Cl -3.3953 -4.8801 4.7437
C -2.1219 -3.8790 2.5815
Cl -1.9153 -2.4051 3.4497
C -1.5898 -3.9015 1.2632
O -0.9952 -2.8906 0.7809
C -1.7886 -5.1021 0.5298
Cl -1.1790 -5.1450 -1.0763
C -2.4508 -6.1858 1.0917
Cl -2.6692 -7.6289 0.1572
C 6.2762 2.7097 0.7182
N 6.0688 2.0360 -0.5113
C 6.3205 2.5449 -1.7404
C 6.0188 1.6501 -2.7086
N 5.5382 0.4913 -2.0669
C 5.3957 0.7161 -0.5829
S 3.5583 0.9570 -0.2852
C 5.2864 -0.6789 -2.6714
C 5.5119 -0.8534 -4.0700
C 5.1949 -2.0472 -4.6591
C 4.6737 -3.0916 -3.8931
C 4.5308 -2.8396 -2.5359
N 4.8122 -1.7067 -1.9231
H 7.1926 3.3112 0.6856
H 6.3732 1.9607 1.5089
H 5.4479 3.3744 0.9952
H 6.7414 3.5312 -1.8892
H 6.0551 1.7824 -3.7741
H 5.9321 -0.0475 -4.6550
H 5.3582 -2.1691 -5.7259
H 4.3841 -4.0445 -4.3145
H 4.1475 -3.6278 -1.8886
C -4.3637 0.3042 -1.4394
N -3.4436 -0.7389 -1.0671
C -4.0843 -1.7057 -0.2032
C -2.8513 -1.3746 -2.2496
C -1.9150 -0.4357 -2.9783
C -2.3156 0.1350 -4.1844
C -1.4632 1.0068 -4.8471
C -0.2287 1.2931 -4.2858
C 0.1361 0.7298 -3.0676
C -0.6908 -0.1527 -2.3527
H -5.2409 -0.0881 -1.9940
H -3.8585 1.0150 -2.0914
H -4.7267 0.8239 -0.5477
H -4.9218 -2.2282 -0.7044
H -4.4776 -1.2087 0.6859
H -3.3603 -2.4535 0.1125
H -3.6496 -1.7653 -2.9155
H -2.2856 -2.2366 -1.8899
H -3.2828 -0.1168 -4.6142
H -1.7497 1.4457 -5.7993
H 0.4549 1.9582 -4.8074
H 1.1059 1.0067 -2.6607
C 2.8298 -0.3240 0.7350
H 3.3065 -1.2661 0.4333
H 3.1430 -0.1520 1.7799
*
```

Here is a molecular structure, C33H39ClNO3 from the OMol25 dataset. Energies are from wB97M-V/def2-TZVPD.

Values from the calculation:
ΔE to the lowest compared entry with this formula, charge and spin: 0.0 kJ/mol
Orbital gap: 6.167 eV

ORCA input file:
```
! RIJCOSX wB97M-V def2-TZVPD def2/J DEFGRID3
* xyz -1 1
C -2.9810 2.4754 -3.0365
C -1.5536 2.9425 -3.0809
O -0.8168 2.0816 -2.1590
C 0.5083 2.3485 -2.1679
C 1.2621 1.4123 -1.2979
N 2.5056 1.3875 -1.4734
C 3.6872 0.8646 -1.4325
C 4.8284 1.6041 -1.9183
C 6.1183 1.0243 -1.9857
C 7.2123 1.7794 -2.3937
C 7.0330 3.1317 -2.7339
Cl 8.3839 4.0698 -3.2059
C 5.7564 3.7161 -2.6994
C 4.6569 2.9431 -2.3284
O 1.0164 3.2476 -2.8260
H -3.5874 3.0846 -3.7081
H -3.0680 1.4334 -3.3600
H -3.3927 2.5674 -2.0270
H -1.1236 2.8303 -4.0824
H -1.4560 3.9799 -2.7407
H 0.5839 1.0597 -0.3994
H 3.8532 -0.1500 -1.0476
H 6.2351 -0.0252 -1.7119
H 8.2040 1.3388 -2.4477
H 5.6316 4.7613 -2.9666
H 3.6546 3.3689 -2.3476
C -3.0738 2.3303 3.9549
C -1.6647 1.7281 3.9351
C -0.6715 2.8682 3.7209
C -1.3888 1.0977 5.3057
C -1.5304 0.6443 2.8422
C -0.5510 0.6914 1.8805
C -0.3399 -0.3502 0.9569
C 0.7843 -0.1841 -0.0305
C 0.8635 -1.2235 -1.1044
C -0.2251 -1.4301 -1.9543
C -0.1568 -2.4024 -2.9513
C 1.0186 -3.1321 -3.1533
C 1.1037 -4.1466 -4.2548
C 2.1045 -2.9163 -2.3020
C 2.0162 -1.9988 -1.2606
C -1.1383 -1.5053 1.0424
C -2.2019 -1.6056 1.9117
C -3.1013 -2.8609 1.9675
C -2.8949 -3.5700 3.3117
C -2.7707 -3.8469 0.8470
C -4.5828 -2.4856 1.8371
C -2.4449 -0.5056 2.8506
O -3.4068 -0.5552 3.6598
H -3.8116 1.5415 4.1239
H -3.1402 3.0711 4.7615
H -3.2878 2.8253 3.0012
H 0.3624 2.5067 3.7413
H -0.8611 3.3771 2.7690
H -0.7822 3.6060 4.5250
H -0.3830 0.6625 5.3241
H -1.4569 1.8617 6.0891
H -2.1228 0.3121 5.5064
H 0.1091 1.5622 1.8440
H 1.7385 -0.1426 0.5114
H -1.1297 -0.8318 -1.8230
H -1.0232 -2.5852 -3.5881
H 2.1415 -4.4487 -4.4228
H 0.5279 -5.0485 -4.0108
H 0.7043 -3.7535 -5.1963
H 3.0320 -3.4696 -2.4584
H 2.8447 -1.8808 -0.5581
H -0.9028 -2.3470 0.3901
H -3.1899 -2.9071 4.1302
H -3.5007 -4.4830 3.3533
H -1.8399 -3.8412 3.4336
H -2.8921 -3.3761 -0.1365
H -1.7505 -4.2354 0.9469
H -3.4580 -4.7016 0.8980
H -4.7585 -1.9784 0.8820
H -5.1974 -3.3939 1.8737
H -4.8716 -1.8200 2.6547
*
```

Here is a molecular structure, C33H40BF6N11OSbW from the OMol25 dataset. Energies are from wB97M-V/def2-TZVPD.

Values from the calculation:
Orbital gap: 5.031 eV

ORCA input file:
```
! RIJCOSX wB97M-V def2-TZVPD def2/J DEFGRID3
* xyz 3 1
W -0.8128 0.7331 -0.2457
C 0.3467 1.7070 3.4090
C 1.2065 1.8032 2.2000
C 2.4960 2.3203 2.2606
C 2.9867 2.2576 0.9777
N 2.0455 1.7330 0.1846
N 0.9180 1.4467 0.9143
B 2.2350 1.4929 -1.3380
N 1.1697 2.2845 -2.0967
C 1.3541 3.0550 -3.1774
C 0.1256 3.4580 -3.6389
C -0.8146 2.8744 -2.7880
C -2.2680 3.1307 -2.9536
N -0.1726 2.1345 -1.8426
N 1.8850 0.0155 -1.6612
C 2.4378 -0.7336 -2.6068
C 1.6923 -1.8930 -2.7436
C 0.6674 -1.7740 -1.8197
C -0.5243 -4.1327 -2.0155
N 0.7847 -0.5795 -1.1640
N 3.6679 1.7118 -1.6850
C 4.4427 2.8001 -1.9839
C 5.7532 2.4411 -1.8419
C 5.7286 1.0838 -1.4269
C 6.8680 0.2056 -1.0807
N 4.4810 0.6746 -1.3377
H 0.9943 1.6140 4.2779
H -0.3392 0.8671 3.4058
H -0.2155 2.6303 3.5451
H 3.0017 2.6971 3.1245
H 3.9494 2.5581 0.6173
H 2.3259 3.2556 -3.5784
H -0.0822 4.0881 -4.4787
H -2.4071 3.7364 -3.8455
H -2.6693 3.6985 -2.1134
H -2.8553 2.2212 -3.0784
H 3.3189 -0.4280 -3.1310
H 1.8941 -2.6635 -3.4527
H 0.5896 -5.8980 -2.4512
H -1.1193 -4.1494 -2.9276
H -1.0613 -4.7272 -1.2727
H 4.0232 3.7457 -2.2585
H 6.6167 3.0456 -2.0217
H 7.7496 0.4528 -1.6652
H 6.6003 -0.8352 -1.2381
H 7.1237 0.3322 -0.0281
O -1.7134 -0.5618 -1.8597
C -1.7714 -1.9942 -1.9599
C -0.4782 -2.6883 -1.4418
C 0.7979 -4.8261 -2.3156
C 1.8261 -4.7309 -1.2754
C 1.7037 -4.2038 -0.0281
C 0.6488 -3.4945 0.5666
N -0.3675 -2.8351 0.0313
H -2.4092 -0.2182 -2.4538
H -1.8484 -2.2386 -3.0248
H -2.6736 -2.3845 -1.4733
H 1.2048 -4.5255 -3.2846
H 2.7659 -5.2121 -1.5126
H 2.5199 -4.3982 0.6562
H 0.6902 -3.4327 1.6487
F -2.7760 1.6725 -0.8183
Sb -4.8484 0.8957 -0.7534
F -3.4786 -0.4093 0.0472
F -5.0701 1.5960 1.0001
F -6.1038 -0.4859 -0.5987
F -5.1710 2.6273 -1.4696
F -4.2326 0.2318 -2.4823
C -1.2745 -2.0800 0.8733
C -1.2701 -2.4865 2.3239
C -2.1688 -3.4709 2.7340
C -2.1676 -3.9133 4.0465
C -1.3049 -3.3460 4.9708
C -0.4255 -2.3485 4.5752
C -0.3890 -1.9366 3.2532
H -2.2929 -2.2301 0.5065
H -0.9909 -0.9365 0.7358
H -2.8616 -3.9082 2.0304
H -2.8530 -4.6898 4.3491
H -1.3091 -3.6882 5.9931
H 0.2336 -1.8948 5.2969
H 0.3411 -1.2018 2.9345
C -3.7469 4.2535 2.8390
N -3.0614 3.0275 2.5298
C -3.2827 1.8259 3.1266
C -2.5239 0.9069 2.4655
N -1.8148 1.5443 1.4730
C -2.1788 2.8313 1.5528
H -3.8090 4.3922 3.9171
H -4.7635 4.2150 2.4408
H -3.2250 5.1019 2.4018
H -3.9474 1.7042 3.9560
H -2.4515 -0.1484 2.6541
H -1.8161 3.6058 0.8952
*
```